No. 1
Molecular formula: C43H95N3O14S5
Method: DFT, wB97M-V/def2-TZVPD

* ΔE to the lowest compared entry with this formula, charge and spin: 0.0 kcal/mol
* E_HOMO: -0.2985 hartree
* HOMO-LUMO gap: 8.08 eV
* LUMO: -0.00141 Eh
* maximum force: 0.03058 Eh/bohr
* DFT total energy: -4903.7167 hartree

Geometry as XYZ:
```
160
Properties=species:S:1:pos:R:3:mulliken_charge:R:1
S 0.17 -3.29 -3.17 0.832
S 0.16 0.05 4.74 0.486
S -6.11 -4.15 -2.12 0.358
S -0.57 0.09 -0.39 -0.014
S -4.67 0.69 0.11 1.017
O -2.01 2.32 -2.58 -0.478
O -0.20 -0.86 0.70 -0.160
O 4.84 5.14 -3.25 -0.430
O -4.22 2.75 -2.77 -0.321
O 1.54 -4.08 3.89 -0.503
O -1.69 -4.49 3.87 -0.483
O 1.02 -4.36 1.74 -0.287
O -3.33 1.03 -3.86 -0.294
O 2.43 -2.74 2.32 -0.364
O 2.71 4.21 2.85 -0.523
O -0.85 0.83 5.51 -0.695
O 1.55 -3.28 -2.59 -0.720
O -5.54 -5.53 -2.10 -0.611
O -5.35 -0.57 -0.33 -0.663
N -2.15 -5.49 2.95 0.691
N 3.77 4.41 1.93 0.878
N 3.57 4.99 -3.88 0.043
C -2.08 -6.80 3.60 1.994
C 4.29 2.92 -4.90 -2.056
C 3.24 2.85 -2.63 -1.192
C 4.66 5.45 2.40 1.608
C 2.66 6.04 -3.38 2.454
C -2.93 -3.77 1.48 -0.508
C -3.73 -6.09 1.27 -0.511
C -6.53 -3.68 -0.44 -0.156
C -4.68 -3.08 -2.26 0.303
C -3.91 -7.46 1.91 -0.787
C 0.27 -4.15 -4.74 -1.131
C 1.34 5.82 -4.10 -1.772
C 2.45 6.02 -1.87 -2.319
C -5.93 1.71 0.90 -1.384
C 5.36 3.41 0.40 -0.534
C -3.76 0.26 1.59 -0.854
C 1.66 -3.74 2.76 0.440
C -3.36 -5.00 2.28 1.403
C -0.78 -4.53 -2.30 -0.646
C -4.56 -4.72 3.19 -1.861
C 3.86 6.76 2.56 -2.070
C -1.78 -0.83 -1.40 0.460
C -5.26 2.20 -3.60 -0.519
C 3.24 7.39 -3.85 -1.737
C 3.22 3.57 -3.98 1.748
C -2.65 -7.88 2.67 -1.509
C 0.86 4.38 -3.97 -0.143
C -2.81 -6.84 4.96 -1.774
C 2.42 -2.73 0.89 0.021
C 0.64 1.10 3.37 -0.317
C 1.21 -3.62 0.54 1.263
C 5.41 5.24 3.72 -1.844
C 4.94 2.29 2.57 -1.827
C 1.86 3.46 -4.66 -1.429
C 5.67 5.69 1.27 -1.152
C 3.15 2.33 0.86 -2.001
C 6.42 4.42 0.84 -1.052
C -3.08 2.08 -3.04 0.631
C 0.81 0.01 -1.54 0.257
C -0.60 -7.13 3.82 -2.047
C -4.74 0.80 -3.83 0.393
C -0.76 -1.12 3.74 0.325
C 4.29 3.13 1.47 2.408
H -0.81 -4.33 3.51 0.128
H 4.52 3.61 -5.71 0.503
H 2.39 -1.72 0.51 -0.228
H -1.36 -0.86 -2.40 0.719
H -4.41 -0.35 2.22 0.523
H 3.21 6.95 1.71 0.290
H 6.25 4.56 3.63 0.295
H 3.60 7.98 -3.00 0.340
H -3.98 -3.35 -1.46 -0.436
H -1.75 -4.60 -2.80 0.528
H 2.52 7.97 -4.43 0.426
H -7.14 -2.78 -0.43 0.415
H 5.10 5.98 0.38 0.194
H 4.25 2.64 -2.28 0.247
H 3.39 5.79 -1.37 0.510
H 5.77 6.19 4.10 0.427
H 6.32 6.54 1.47 0.462
H 3.35 -3.20 0.54 0.388
H -5.07 0.38 -4.78 0.372
H -0.06 -1.58 3.04 -0.403
H 1.39 -0.90 -1.42 0.039
H 3.47 1.47 0.26 0.718
H 5.74 2.48 -0.02 0.659
H 0.47 0.13 -2.57 0.594
H -2.98 -8.72 3.29 0.462
H -0.24 1.47 2.84 0.185
H 2.16 7.00 -1.48 0.664
H 2.69 3.42 -1.89 -0.024
H 5.17 2.64 -4.33 0.370
H -2.30 -3.04 2.01 0.110
H -2.75 -0.33 -1.45 -0.792
H -4.35 -3.84 3.80 0.402
H -4.74 -7.38 2.63 0.250
H -2.87 -0.30 1.29 -0.577
H -1.27 -1.83 4.38 0.422
H 4.58 7.57 2.68 0.489
H 0.76 4.05 -2.93 0.132
H -2.93 -6.24 0.53 0.259
H -5.02 0.10 -3.04 -0.332
H -6.18 1.27 1.86 0.417
H -1.98 -1.82 -1.00 -0.413
H -5.63 -3.58 0.16 -0.418
H -1.90 -8.28 1.99 0.399
H 0.56 6.46 -3.68 0.462
H 7.05 4.68 -0.01 0.482
H 1.25 0.55 2.65 -0.080
H 4.10 7.27 -4.50 0.322
H -4.64 -5.82 0.72 0.163
H -3.47 1.18 2.10 0.586
H 4.75 4.75 4.45 0.380
H 5.82 2.77 2.98 0.322
H -4.26 -3.19 -3.26 0.523
H 4.27 2.11 3.42 0.258
H -0.14 4.28 -4.40 0.334
H 1.68 5.30 -1.58 0.165
H 1.22 1.93 3.77 0.295
H 1.45 0.86 -1.30 -0.735
H 1.56 2.41 -4.54 0.418
H -6.82 1.70 0.27 0.420
H -3.23 -5.88 5.23 0.306
H -1.54 -0.57 3.21 -0.299
H 1.54 -4.23 -0.30 0.382
H 2.62 3.01 0.17 0.205
H -2.33 -4.10 0.63 -0.174
H 0.36 -3.00 0.30 -0.902
H -4.99 -2.05 -2.09 -0.238
H 1.95 4.59 2.39 0.305
H 3.36 6.75 3.53 0.439
H -6.20 2.25 -3.06 0.311
H 2.77 1.86 -2.73 0.412
H -0.51 -8.16 4.14 0.515
H 2.42 2.04 1.60 -0.199
H 1.41 6.02 -5.17 0.436
H -2.15 -7.17 5.76 0.474
H -5.37 2.79 -4.51 0.287
H 1.96 3.74 -5.71 0.340
H -0.70 -4.61 -4.96 0.355
H -7.09 -4.53 -0.03 0.441
H -3.67 -7.53 4.94 0.345
H 0.40 -3.42 -5.54 0.377
H 5.24 1.30 2.22 0.439
H 7.04 4.04 1.65 0.443
H -0.01 -6.87 2.94 0.294
H -5.44 -4.48 2.58 0.243
H -0.27 -5.49 -2.33 0.545
H 4.87 3.91 -0.45 -0.480
H -5.55 2.73 0.99 0.395
H 3.86 2.03 -5.35 0.406
H -1.01 -4.20 -1.29 -0.508
H 1.08 -4.88 -4.73 0.326
H 5.44 5.31 -3.98 0.355
H -4.28 -8.20 1.20 0.454
H -3.77 -3.22 1.04 -0.327
H -4.84 -5.57 3.80 0.457
H -0.21 -6.46 4.60 0.481
```

=====

No. 2
Molecular formula: C43H96F2N8O9S2
Method: DFT, wB97M-V/def2-TZVPD

* E_HOMO: -0.7772 hartree
* HOMO-LUMO gap: 6.75 eV
* LUMO: -0.52921 Eh
* maximum force: 0.10135 Eh/bohr
* DFT total energy: -3804.6687 hartree
* total charge: +6

Geometry as XYZ:
```
160
Properties=species:S:1:pos:R:3:mulliken_charge:R:1
S -15.81 -21.10 4.05 0.776
S -17.25 -21.52 6.03 0.546
F -17.91 -20.67 7.21 -0.281
F -15.76 -19.91 2.97 -0.202
O -16.09 -22.04 6.70 -0.612
O -19.78 -25.62 11.72 -0.343
O -12.54 -14.26 3.03 -0.280
O -14.48 -21.03 4.59 -0.412
O -16.26 -22.30 3.39 -0.533
O -18.37 -22.39 5.75 -0.426
O -18.28 -15.79 4.56 -0.345
O -9.26 -22.46 2.79 -0.367
O -15.00 -19.47 9.48 -0.293
N -19.47 -23.47 10.82 -0.072
N -14.46 -18.41 9.20 0.733
N -18.75 -16.92 2.55 -0.006
N -22.11 -24.29 2.71 0.349
N -16.94 -20.41 5.03 0.239
N -8.37 -21.56 4.76 -0.186
N -12.59 -15.23 2.29 0.650
N -22.83 -19.11 8.74 0.412
C -20.52 -19.75 8.16 0.767
C -11.81 -16.91 3.95 -0.568
C -23.25 -23.70 3.53 -0.954
C -15.46 -17.25 9.00 1.826
C -21.46 -20.41 7.12 -0.468
C -21.58 -26.51 3.81 -0.652
C -13.04 -17.68 1.91 -1.494
C -7.00 -22.24 4.50 -0.789
C -18.39 -24.12 13.00 -1.080
C -11.59 -15.22 1.12 1.266
C -9.46 -21.71 3.68 0.359
C -12.02 -19.00 9.34 -1.505
C -13.94 -16.43 7.23 0.098
C -22.59 -25.52 1.87 -0.630
C -14.74 -16.03 8.45 -1.716
C -23.33 -19.46 10.20 -0.486
C -22.55 -26.74 2.68 -0.554
C -11.70 -16.47 0.19 -1.458
C -21.36 -18.63 8.76 -0.940
C -19.15 -16.10 3.82 0.638
C -11.81 -13.97 0.25 -1.629
C -18.42 -23.28 9.71 -0.831
C -20.62 -22.17 2.63 0.346
C -25.58 -20.12 11.39 -1.445
C -12.78 -17.26 7.77 -1.554
C -22.80 -20.33 7.82 -0.775
C -21.13 -25.03 3.64 -0.511
C -11.84 -17.81 0.96 -0.577
C -16.01 -16.84 10.42 -1.650
C -21.47 -23.18 1.87 -0.898
C -12.97 -16.55 2.95 2.230
C -14.41 -16.31 3.53 -2.087
C -13.52 -19.63 7.27 -1.406
C -13.16 -18.61 8.37 1.727
C -19.31 -24.55 11.88 0.419
C -10.20 -15.13 1.80 -1.540
C -18.17 -18.19 3.11 -1.239
C -20.49 -15.44 3.71 -0.898
C -10.59 -20.70 3.67 -0.598
C -19.14 -22.20 2.22 -1.052
C -23.64 -17.99 8.06 -1.133
C -24.85 -19.75 10.09 -0.287
C -16.64 -17.78 8.16 -2.256
H -15.11 -15.81 2.86 0.536
H -15.46 -16.11 11.01 0.379
H -22.25 -22.59 1.40 0.313
H -11.82 -13.10 0.91 0.489
H -9.77 -16.03 2.25 0.315
H -25.35 -19.43 12.20 0.364
H -24.18 -23.59 2.97 0.305
H -23.59 -25.28 1.52 0.363
H -11.92 -17.28 7.10 0.576
H -18.02 -18.94 2.34 0.555
H -10.24 -14.61 2.76 0.401
H -19.59 -17.02 1.98 0.440
H -10.29 -19.80 4.21 0.268
H -20.85 -23.73 1.16 0.497
H -18.75 -23.28 13.60 0.407
H -9.46 -14.53 1.26 0.446
H -13.44 -15.50 6.93 0.621
H -23.49 -27.04 3.14 0.272
H -13.00 -19.57 6.31 0.075
H -14.47 -16.75 6.33 -0.309
H -12.62 -16.33 -0.39 0.468
H -20.96 -15.57 2.74 0.336
H -21.12 -21.42 6.91 0.227
H -17.41 -23.99 12.54 0.326
H -21.21 -17.63 8.38 0.396
H -17.00 -16.41 10.24 0.404
H -19.68 -22.62 11.35 0.377
H -11.94 -18.56 0.18 0.484
H -18.67 -23.16 2.41 0.346
H -14.82 -17.28 3.82 0.160
H -8.27 -20.57 4.96 0.411
H -20.88 -24.50 4.56 0.395
H -18.33 -24.86 13.79 0.348
H -17.57 -22.66 10.01 0.366
H -23.75 -17.23 8.83 0.437
H -26.66 -20.00 11.35 0.400
H -11.06 -18.85 8.86 0.341
H -18.14 -16.41 1.90 0.322
H -24.95 -20.58 9.39 0.302
H -18.45 -21.56 2.77 -0.312
H -11.08 -17.47 3.37 -0.010
H -11.02 -13.88 -0.49 0.452
H -12.33 -16.74 8.62 0.550
H -12.07 -17.63 4.73 -0.664
H -17.33 -18.01 3.78 0.278
H -23.37 -24.26 4.45 0.384
H -17.38 -16.98 8.03 0.606
H -23.59 -20.49 7.08 0.301
H -10.75 -20.47 2.62 0.221
H -6.21 -21.57 4.84 0.391
H -15.38 -15.22 8.08 0.453
H -14.03 -15.55 9.12 0.508
H -25.56 -21.20 11.57 0.357
H -14.57 -19.50 7.00 0.084
H -20.31 -25.01 2.92 0.241
H -8.83 -21.96 5.58 0.377
H -16.44 -18.09 7.13 0.137
H -20.55 -14.37 3.92 0.347
H -17.19 -18.56 8.68 0.746
H -20.69 -27.13 3.81 0.390
H -6.87 -23.14 5.09 0.335
H -14.58 -15.77 4.46 0.698
H -18.05 -24.31 9.68 0.429
H -24.57 -18.48 7.79 0.479
H -21.10 -21.19 2.57 0.516
H -13.36 -18.66 2.26 0.393
H -25.46 -18.98 9.62 0.315
H -23.10 -18.69 10.93 0.496
H -21.43 -19.86 6.18 0.208
H -18.88 -18.62 3.81 0.412
H -20.18 -20.44 8.94 0.049
H -22.97 -22.74 3.96 0.358
H -13.94 -17.48 1.32 0.509
H -11.49 -16.03 4.51 0.707
H -23.10 -17.51 7.24 0.326
H -18.99 -22.94 8.86 0.259
H -13.52 -20.65 7.64 0.431
H -19.61 -19.34 7.74 -0.307
H -19.10 -22.15 1.13 0.546
H -11.54 -21.04 4.08 0.279
H -6.85 -22.41 3.43 0.311
H -10.98 -18.15 1.55 0.245
H -12.08 -18.34 10.20 0.480
H -22.29 -27.63 2.11 0.394
H -22.80 -21.17 8.52 0.451
H -22.75 -20.34 10.48 0.284
H -12.76 -14.11 -0.26 0.404
H -21.91 -25.65 1.04 0.356
H -20.71 -22.28 3.71 -0.153
H -12.12 -20.02 9.71 0.388
H -20.33 -23.73 10.35 0.362
H -22.08 -26.57 4.78 0.347
H -16.37 -17.65 11.05 0.383
H -21.11 -18.66 9.82 0.316
H -21.11 -15.82 4.53 0.155
H -10.90 -16.44 -0.54 0.479
```